*1*
C18H21NO6S2 as an isolated structure, computed with ωB97M-V/def2-TZVPD.

HOMO-LUMO gap: 6.9 eV

Last column: Löwdin charge in e.
Element x y z (Å)
C  5.153  -4.118  0.968  -0.066
O  4.772  -2.763  1.296  -0.094
C  3.588  -2.293  0.823  -0.268
C  3.197  -1.005  1.255  0.011
C  1.922  -0.550  1.005  -0.011
C  0.966  -1.357  0.350  -0.181
C  -0.462  -1.064  0.333  -0.111
N  -1.271  -1.814  1.035  -0.129
C  -2.735  -1.846  0.851  -0.006
C  -0.762  -2.816  1.987  -0.016
C  1.425  -2.583  -0.210  -0.032
C  2.706  -3.046  0.009  -0.018
H  6.134  -4.234  1.429  0.090
H  4.443  -4.844  1.391  0.096
H  5.222  -4.253  -0.122  0.092
H  3.901  -0.405  1.830  0.123
H  1.628  0.426  1.377  0.107
H  -0.959  -0.383  -0.524  0.084
H  -3.084  -2.785  1.292  0.085
H  -3.217  -1.011  1.380  0.101
H  -3.009  -1.815  -0.210  0.092
H  -1.601  -3.088  2.634  0.083
H  -0.411  -3.722  1.469  0.098
H  0.055  -2.409  2.596  0.107
H  0.734  -3.188  -0.803  0.127
H  3.018  -4.008  -0.404  0.105
C  -0.308  2.334  1.857  -0.025
O  -0.473  1.011  1.254  -0.226
C  -0.910  0.893  -0.052  -0.540
S  -2.612  1.470  -0.334  0.723
O  -3.209  0.401  -1.119  -0.303
O  -3.214  1.940  0.894  -0.297
C  -2.305  2.821  -1.448  -0.257
C  -1.033  2.858  -2.011  -0.243
C  -0.744  3.769  -3.031  -0.032
C  -1.752  4.622  -3.485  -0.057
C  -3.027  4.586  -2.908  -0.058
C  -3.311  3.680  -1.888  -0.037
S  0.128  1.674  -1.339  0.735
O  1.228  2.401  -0.737  -0.300
O  0.358  0.623  -2.309  -0.281
H  -0.010  2.136  2.888  0.098
H  0.479  2.880  1.330  0.077
H  -1.255  2.878  1.825  0.081
H  0.257  3.789  -3.458  0.126
H  -1.540  5.324  -4.293  0.111
H  -3.806  5.264  -3.251  0.111
H  -4.293  3.620  -1.424  0.124

=====

*2*
A single C18H21NO6S2 molecule, computed with ωB97M-V/def2-TZVPD.

HOMO-LUMO gap: 7.9 eV
structure (SMILES): COc1ccc([C@@H](N(C)C)C2(OC)S(=O)(=O)c3ccccc3S2(=O)=O)cc1

Last column: Löwdin charge in e.
Element x y z (Å)
C  3.437  -2.300  2.267  -0.065
O  3.106  -0.914  2.503  -0.094
C  1.910  -0.441  2.064  -0.263
C  1.519  0.824  2.548  0.024
C  0.222  1.256  2.360  -0.043
C  -0.681  0.508  1.610  -0.209
C  -2.158  0.879  1.505  -0.285
N  -2.905  0.174  2.517  -0.207
C  -4.331  -0.036  2.440  -0.078
C  -2.252  -0.624  3.517  -0.076
C  -2.354  2.351  1.571  -0.466
O  -2.045  2.794  2.855  -0.151
C  -2.161  4.200  3.224  -0.019
S  -4.076  2.807  1.012  0.772
O  -4.518  1.818  0.043  -0.275
O  -4.882  3.158  2.167  -0.286
C  -3.706  4.285  0.072  -0.257
C  -4.693  5.170  -0.350  -0.029
C  -4.338  6.161  -1.266  -0.050
C  -3.027  6.258  -1.743  -0.048
C  -2.039  5.377  -1.298  -0.025
C  -2.403  4.386  -0.388  -0.248
S  -1.272  3.133  0.228  0.781
O  -0.155  3.842  0.830  -0.279
O  -1.072  2.163  -0.829  -0.257
C  -0.247  -0.675  0.993  -0.021
C  1.020  -1.178  1.243  -0.006
H  4.403  -2.414  2.758  0.089
H  2.698  -2.980  2.714  0.097
H  3.525  -2.505  1.192  0.089
H  2.212  1.417  3.132  0.121
H  -0.087  2.158  2.867  0.112
H  -2.524  0.547  0.516  0.146
H  -4.558  -0.967  2.980  0.085
H  -4.876  0.775  2.950  0.080
H  -4.690  -0.107  1.405  0.081
H  -2.994  -0.867  4.290  0.085
H  -1.872  -1.578  3.109  0.089
H  -1.422  -0.079  3.987  0.092
H  -1.800  4.235  4.253  0.103
H  -1.522  4.830  2.586  0.089
H  -3.212  4.503  3.186  0.082
H  -5.700  5.045  0.045  0.128
H  -5.108  6.848  -1.607  0.112
H  -2.764  7.022  -2.472  0.113
H  -1.009  5.425  -1.648  0.129
H  -0.943  -1.210  0.340  0.132
H  1.310  -2.152  0.839  0.105

=====

Energy relative to the most stable one, in hartree: *1* 0.1493; *2* 0.0000